1.
21
Properties=species:S:1:pos:R:3 method="wB97M-V/def2-TZVPD" total_charge=0 orbital_gap_ha=0.3451
C -1.16 -1.03 -0.26
N -2.12 -0.12 -0.92
C -2.33 0.85 0.14
O -1.66 0.92 1.31
C 0.17 -0.17 -0.27
C 1.58 -0.43 0.28
C 2.17 0.93 0.55
C 2.57 -1.06 -0.81
H -1.32 -1.52 0.71
H -1.05 -1.91 -0.92
H -1.50 1.06 -0.64
H -3.15 1.53 0.02
H 0.38 0.00 -1.38
H -0.16 0.66 0.35
H 1.57 -1.12 1.22
H 1.71 1.40 1.40
H 2.03 1.60 -0.45
H 3.19 0.88 0.93
H 3.46 -1.38 -0.22
H 2.03 -1.86 -1.24
H 2.84 -0.28 -1.58

---

2.
52
Properties=species:S:1:pos:R:3 method="wB97M-V/def2-TZVPD" smiles="COc1ccc(S(=O)(=O)N(C)c2ccc(C(=O)NCc3ccco3)cc2)cc1OC" total_charge=0 orbital_gap_ha=0.3275
C 2.04 0.20 -3.02
O 1.63 1.14 -2.05
C 0.35 1.10 -1.62
C -0.67 0.38 -2.20
C -1.94 0.36 -1.64
C -2.17 1.07 -0.48
S -3.68 0.80 0.44
O -3.54 1.41 1.73
O -4.85 1.12 -0.32
N -3.69 -0.91 0.64
C -4.79 -1.61 0.01
C -2.42 -1.47 0.64
C -2.04 -2.52 -0.19
C -0.71 -2.84 -0.32
C 0.28 -2.15 0.38
C 1.70 -2.34 -0.01
O 2.01 -2.59 -1.16
N 2.61 -2.18 0.98
C 4.01 -1.93 0.70
C 4.29 -0.46 0.76
C 4.77 0.33 1.77
C 4.69 1.66 1.29
C 4.16 1.58 0.04
O 3.92 0.30 -0.28
C -0.12 -1.19 1.31
C -1.45 -0.86 1.45
C -1.18 1.84 0.10
C 0.08 1.88 -0.46
O 1.13 2.58 0.03
C 0.94 3.33 1.21
H 3.11 0.37 -3.14
H 1.54 0.37 -3.98
H 1.87 -0.82 -2.68
H -0.48 -0.20 -3.09
H -2.73 -0.21 -2.10
H -4.64 -1.74 -1.07
H -5.68 -1.01 0.16
H -4.91 -2.58 0.48
H -2.78 -3.06 -0.76
H -0.40 -3.60 -1.02
H 2.28 -1.91 1.90
H 4.19 -2.30 -0.32
H 4.63 -2.47 1.41
H 5.15 0.01 2.72
H 4.99 2.55 1.80
H 3.90 2.32 -0.69
H 0.61 -0.65 1.90
H -1.76 -0.10 2.14
H -1.42 2.36 1.01
H 0.65 2.69 2.05
H 0.19 4.11 1.08
H 1.91 3.79 1.42

---

What F_max values result from the calculations? In sequence: 5.64, 1.12 eV Å⁻¹.
What LUMO values result from the calculations? In sequence: -0.4, 0.6 eV.